No. 1
ORCA calculation (wB97M-V/def2-TZVPD) on a molecular structure, C64H133BeF3N7O10S.

```
! wB97M-V def2-TZVPD RIJCOSX def2/J DEFGRID3
* xyz 1 1
Be -6.546 -1.037 -3.459
C -0.406 -2.539 1.452
F 0.710 -1.972 1.931
F 0.000 -3.615 0.767
F -1.246 -2.935 2.443
S -1.377 -1.292 0.352
O -2.541 -2.052 -0.207
O -1.877 -0.184 1.174
O -0.407 -0.761 -0.660
C -1.574 1.994 8.167
C -2.179 3.164 8.893
C -1.292 3.529 10.091
C -1.602 4.908 10.643
C -1.344 5.941 9.583
C -2.184 5.745 8.298
N -2.166 4.319 7.906
O -2.864 4.063 6.696
C -3.620 6.117 8.464
C -1.385 6.553 7.265
C -3.570 2.769 9.312
H -2.164 1.551 7.364
H -1.189 1.198 8.804
H -0.703 2.402 7.654
H -1.475 2.808 10.888
H -0.205 3.593 10.028
H -1.046 5.067 11.567
H -2.640 5.110 10.908
H -0.260 5.918 9.479
H -1.522 6.935 9.993
H -4.188 5.892 7.561
H -4.125 5.775 9.367
H -3.720 7.200 8.541
H -0.425 6.039 7.227
H -1.891 6.615 6.301
H -1.286 7.596 7.568
H -4.264 2.821 8.473
H -3.967 3.085 10.277
H -3.575 1.693 9.487
H -2.263 3.554 6.147
C -11.138 -2.122 3.331
C -9.651 -2.136 3.179
C -8.991 -2.346 4.603
C -8.918 -3.855 5.055
C -8.444 -4.753 3.966
C -8.960 -4.515 2.533
N -8.961 -3.098 2.246
O -9.241 -2.834 1.008
C -7.863 -5.228 1.647
C -10.297 -5.165 2.443
C -9.237 -0.666 2.735
H -11.466 -3.050 3.799
H -11.663 -1.963 2.389
H -11.461 -1.315 3.989
H -7.959 -2.006 4.517
H -9.484 -1.685 5.316
H -9.968 -4.020 5.298
H -8.433 -3.955 6.026
H -8.703 -5.775 4.242
H -7.355 -4.767 4.007
H -7.911 -4.831 0.632
H -6.842 -5.162 2.023
H -8.044 -6.301 1.586
H -10.254 -6.237 2.253
H -10.866 -4.992 3.357
H -10.954 -4.800 1.654
H -9.446 -0.024 3.590
H -9.821 -0.254 1.911
H -8.178 -0.607 2.485
H -10.192 -2.871 0.881
C 7.253 -7.160 4.760
C 8.151 -7.258 3.497
C 9.038 -5.980 3.442
C 10.296 -6.072 4.379
C 11.122 -7.361 4.157
C 10.253 -8.642 4.425
N 9.037 -8.549 3.553
O 8.384 -9.723 3.581
C 11.155 -9.846 4.024
C 9.930 -8.706 5.959
C 7.421 -7.437 2.095
H 6.537 -7.978 4.843
H 6.583 -6.306 4.850
H 7.843 -7.227 5.674
H 9.397 -5.877 2.417
H 8.389 -5.166 3.763
H 9.935 -5.884 5.390
H 10.921 -5.205 4.167
H 12.064 -7.262 4.698
H 11.379 -7.480 3.104
H 11.145 -10.020 2.948
H 12.166 -9.558 4.312
H 10.897 -10.777 4.529
H 9.680 -7.744 6.406
H 9.101 -9.354 6.246
H 10.841 -9.113 6.397
H 6.814 -6.531 2.073
H 6.708 -8.261 2.060
H 8.127 -7.409 1.265
H 7.870 -9.570 4.377
C 4.803 1.834 -6.766
C 4.573 0.602 -7.601
C 5.850 0.285 -8.405
C 7.014 -0.481 -7.801
C 6.386 -1.720 -7.067
C 5.188 -1.526 -6.166
N 4.181 -0.671 -6.922
O 2.992 -0.565 -6.256
C 4.698 -3.004 -5.994
C 5.572 -0.910 -4.814
C 3.469 0.987 -8.641
H 4.755 2.801 -7.265
H 4.157 1.942 -5.894
H 5.807 1.832 -6.341
H 5.559 -0.289 -9.285
H 6.290 1.198 -8.807
H 7.797 -0.695 -8.529
H 7.580 0.058 -7.042
H 7.185 -2.180 -6.486
H 6.047 -2.349 -7.891
H 4.025 -2.999 -5.136
H 5.555 -3.656 -5.825
H 4.109 -3.317 -6.856
H 6.418 -0.230 -4.917
H 5.794 -1.689 -4.084
H 4.777 -0.311 -4.369
H 3.780 1.803 -9.293
H 3.152 0.184 -9.306
H 2.599 1.302 -8.064
H 3.264 -0.385 -5.354
C -3.058 5.296 -4.469
C -3.654 6.207 -3.418
C -3.553 7.673 -3.982
C -4.414 8.515 -3.171
C -5.852 8.014 -3.170
C -5.982 6.584 -2.540
N -4.982 5.695 -3.036
O -4.988 4.485 -2.413
C -5.968 6.775 -0.961
C -7.338 6.039 -3.024
C -2.660 6.058 -2.204
H -3.100 4.224 -4.277
H -2.011 5.492 -4.700
H -3.665 5.352 -5.373
H -2.537 8.013 -3.784
H -3.842 7.688 -5.033
H -4.516 9.550 -3.498
H -4.172 8.519 -2.108
H -6.102 7.968 -4.230
H -6.521 8.757 -2.734
H -5.027 6.506 -0.482
H -6.150 7.821 -0.711
H -6.783 6.200 -0.520
H -7.470 6.031 -4.106
H -7.522 5.020 -2.681
H -8.172 6.672 -2.720
H -1.659 6.377 -2.492
H -2.383 5.093 -1.778
H -2.964 6.605 -1.311
H -4.786 4.624 -1.485
C -3.607 -1.813 -10.290
C -4.875 -1.963 -9.443
C -5.847 -2.799 -10.342
C -5.601 -4.262 -10.416
C -5.396 -4.939 -9.027
C -4.394 -4.141 -8.156
N -4.695 -2.708 -8.139
O -3.813 -2.050 -7.279
C -4.459 -4.744 -6.702
C -2.961 -4.468 -8.745
C -5.542 -0.557 -9.279
H -2.919 -1.236 -9.672
H -3.810 -1.245 -11.197
H -3.128 -2.723 -10.652
H -6.853 -2.704 -9.933
H -5.852 -2.488 -11.387
H -4.828 -4.514 -11.143
H -6.504 -4.674 -10.867
H -5.033 -5.919 -9.337
H -6.326 -5.107 -8.484
H -5.404 -4.650 -6.168
H -4.393 -5.829 -6.793
H -3.686 -4.397 -6.016
H -2.759 -5.525 -8.570
H -2.715 -4.518 -9.806
H -2.124 -3.962 -8.264
H -5.463 -0.068 -10.249
H -5.050 -0.087 -8.427
H -6.612 -0.461 -9.094
H -2.953 -2.030 -7.704
C 5.111 3.572 1.430
C 5.687 4.631 2.346
C 5.396 4.332 3.886
C 6.401 3.425 4.590
C 7.845 3.876 4.341
C 8.180 4.161 2.846
N 7.141 4.904 2.174
O 7.455 5.305 0.829
C 9.625 4.765 2.788
C 8.321 2.886 2.096
C 4.983 6.047 2.086
H 5.002 3.787 0.367
H 4.080 3.526 1.779
H 5.545 2.578 1.535
H 5.580 5.242 4.458
H 4.359 4.087 4.116
H 6.278 2.385 4.289
H 6.079 3.542 5.625
H 8.389 2.997 4.687
H 8.237 4.701 4.935
H 9.939 4.770 1.744
H 9.750 5.740 3.260
H 10.281 4.110 3.360
H 9.108 2.281 2.546
H 7.440 2.264 2.254
H 8.470 2.921 1.017
H 3.916 5.962 2.290
H 5.066 6.221 1.013
H 5.472 6.836 2.657
H 7.558 6.247 0.980
*
```

Values from the calculation:
HOMO-LUMO gap: 0.89 eV
HOMO level: -9.20 eV

Mulliken population analysis, charges in e, atoms 1 to 99:
1 Be 0.341
2 C 0.609
3 F -0.198
4 F -0.199
5 F -0.200
6 S 1.105
7 O -0.538
8 O -0.532
9 O -0.537
10 C -2.111
11 C 1.903
12 C -1.250
13 C -0.796
14 C -1.261
15 C 1.479
16 N 0.471
17 O -0.471
18 C -1.824
19 C -1.807
20 C -1.897
21 H 0.433
22 H 0.413
23 H 0.504
24 H 0.479
25 H 0.347
26 H 0.410
27 H 0.300
28 H 0.390
29 H 0.523
30 H 0.388
31 H 0.308
32 H 0.494
33 H 0.445
34 H 0.375
35 H 0.378
36 H 0.376
37 H 0.324
38 H 0.546
39 H 0.354
40 C -1.526
41 C 1.235
42 C -1.191
43 C -0.776
44 C -1.144
45 C 1.597
46 N 0.157
47 O -0.393
48 C -1.763
49 C -1.618
50 C -1.749
51 H 0.336
52 H 0.385
53 H 0.414
54 H 0.422
55 H 0.480
56 H 0.310
57 H 0.415
58 H 0.361
59 H 0.435
60 H 0.408
61 H 0.366
62 H 0.392
63 H 0.397
64 H 0.375
65 H 0.283
66 H 0.418
67 H 0.357
68 H 0.423
69 H 0.362
70 C -1.530
71 C 1.186
72 C -0.918
73 C -0.760
74 C -1.118
75 C 1.431
76 N 0.092
77 O -0.424
78 C -1.843
79 C -1.719
80 C -1.727
81 H 0.418
82 H 0.419
83 H 0.317
84 H 0.382
85 H 0.388
86 H 0.322
87 H 0.396
88 H 0.439
89 H 0.447
90 H 0.433
91 H 0.431
92 H 0.360
93 H 0.356
94 H 0.370
95 H 0.420
96 H 0.427
97 H 0.346
98 H 0.390
99 H 0.398

No. 2
ORCA calculation (wB97M-V/def2-TZVPD) on 13 unconnected molecules or ions with the total composition C64H138N6O20P.

```
! wB97M-V def2-TZVPD RIJCOSX def2/J DEFGRID3
* xyz 1 1
C -2.361 -3.007 -2.799
C -2.958 -3.537 -1.510
O -2.680 -4.647 -1.046
N -4.057 -2.622 -0.862
H -3.828 -1.641 -0.942
H -4.837 -2.778 -1.483
C -4.441 -3.072 0.588
H -2.889 -3.396 -3.670
H -1.294 -3.201 -2.918
H -2.390 -1.918 -2.796
H -3.577 -3.131 1.251
H -4.904 -4.059 0.596
H -5.113 -2.345 1.044
C 5.546 1.128 2.953
C 5.866 -0.308 2.697
O 6.984 -0.705 2.468
N 4.656 -1.190 2.459
H 4.775 -1.850 3.214
H 3.761 -0.737 2.584
C 4.618 -1.959 1.162
H 5.111 1.670 2.113
H 6.465 1.682 3.146
H 4.789 1.307 3.716
H 5.506 -2.581 1.050
H 4.615 -1.167 0.414
H 3.755 -2.612 1.030
C -2.248 -9.316 -0.259
C -1.017 -9.883 -0.967
C 0.259 -9.072 -0.766
C 0.107 -7.555 -1.233
N 1.435 -6.706 -1.434
C 2.206 -6.535 -0.072
C 2.108 -5.036 0.317
C 0.898 -4.565 -0.454
C 0.921 -5.310 -1.832
C 2.288 -7.235 -2.625
H -2.131 -9.083 0.799
H -3.103 -9.992 -0.243
H -2.651 -8.382 -0.651
H -1.338 -9.876 -2.008
H -0.991 -10.942 -0.708
H 1.111 -9.514 -1.282
H 0.512 -9.058 0.294
H -0.535 -6.988 -0.559
H -0.389 -7.560 -2.204
H 3.174 -7.032 -0.130
H 1.588 -7.062 0.655
H 2.979 -4.511 -0.076
H 1.963 -4.821 1.376
H 0.830 -3.494 -0.644
H 0.031 -4.743 0.181
H 1.633 -4.930 -2.565
H -0.017 -5.447 -2.370
H 3.131 -6.546 -2.680
H 1.652 -7.274 -3.509
H 2.540 -8.190 -2.162
C 1.381 -1.565 -4.402
C 0.891 -0.726 -3.207
C 1.729 0.548 -3.093
C 1.234 1.442 -1.919
N 2.030 2.757 -1.669
C 1.872 3.763 -2.821
C 1.896 5.151 -2.180
C 1.721 5.039 -0.674
C 1.421 3.585 -0.465
C 3.536 2.448 -1.500
H 0.890 -2.534 -4.312
H 2.434 -1.842 -4.451
H 1.004 -1.094 -5.310
H 1.016 -1.315 -2.298
H -0.182 -0.543 -3.150
H 1.797 1.092 -4.035
H 2.691 0.127 -2.802
H 1.342 0.824 -1.028
H 0.194 1.679 -2.144
H 2.643 3.613 -3.577
H 0.909 3.579 -3.299
H 2.914 5.533 -2.261
H 1.150 5.770 -2.678
H 2.576 5.352 -0.075
H 0.864 5.566 -0.255
H 2.000 3.123 0.334
H 0.351 3.399 -0.371
H 3.936 3.460 -1.428
H 3.913 1.822 -2.309
H 3.645 1.877 -0.578
C 1.170 4.128 3.899
C 0.046 4.697 4.751
C -1.309 4.102 4.258
C -1.400 2.509 4.395
N -2.844 1.957 4.092
C -2.766 0.393 4.113
C -3.220 -0.079 2.703
C -3.931 1.104 2.111
C -3.167 2.307 2.642
C -3.903 2.367 5.105
H 2.059 4.745 4.026
H 0.939 4.353 2.858
H 1.472 3.105 4.120
H 0.011 5.786 4.780
H 0.235 4.498 5.806
H -1.401 4.441 3.226
H -2.104 4.533 4.867
H -1.324 2.195 5.436
H -0.806 1.885 3.727
H -3.356 -0.087 4.893
H -1.778 0.076 4.447
H -3.824 -0.987 2.716
H -2.275 -0.269 2.194
H -4.992 1.061 2.355
H -3.928 1.124 1.021
H -3.716 3.246 2.576
H -2.188 2.333 2.162
H -3.609 1.911 6.051
H -4.781 1.855 4.711
H -3.966 3.456 5.117
C -0.746 -2.670 2.840
C 0.445 -2.809 3.775
C 0.579 -1.673 4.872
C 1.835 -1.691 5.665
N 2.052 -0.469 6.600
C 3.544 -0.270 6.912
C 3.547 0.561 8.226
C 2.164 0.367 8.857
C 1.556 -0.774 8.012
C 1.467 0.884 6.012
H -0.652 -1.714 2.324
H -1.691 -2.627 3.382
H -0.723 -3.432 2.061
H 1.349 -2.772 3.168
H 0.595 -3.804 4.195
H -0.233 -1.764 5.593
H 0.530 -0.729 4.330
H 2.558 -1.508 4.870
H 2.044 -2.616 6.202
H 4.043 0.334 6.154
H 4.077 -1.198 7.116
H 3.762 1.615 8.049
H 4.352 0.191 8.861
H 1.631 1.315 8.788
H 2.207 0.107 9.915
H 0.482 -0.869 7.848
H 1.940 -1.720 8.393
H 1.904 1.123 5.042
H 1.855 1.670 6.660
H 0.383 0.822 6.105
C -4.242 4.398 -9.528
C -5.136 3.884 -8.346
C -4.432 3.038 -7.287
C -3.600 3.929 -6.426
P -3.087 3.281 -4.788
C -4.294 2.085 -4.092
C -4.324 0.711 -4.745
C -5.392 -0.275 -4.189
C -6.839 0.070 -4.668
C -1.531 2.351 -4.941
C -1.231 1.578 -6.267
C -0.376 2.273 -7.269
C 1.097 2.352 -6.785
C -2.721 4.630 -3.473
C -2.032 4.040 -2.255
C -2.468 4.679 -0.959
C -3.843 4.278 -0.420
H -4.322 3.933 -10.511
H -3.219 4.287 -9.167
H -4.236 5.486 -9.579
H -5.867 3.183 -8.747
H -5.693 4.751 -7.992
H -4.010 2.125 -7.708
H -5.275 2.685 -6.692
H -4.103 4.843 -6.110
H -2.714 4.244 -6.977
H -5.273 2.563 -4.105
H -4.059 2.001 -3.031
H -3.361 0.274 -4.484
H -4.271 0.789 -5.831
H -5.318 -0.309 -3.102
H -5.182 -1.255 -4.618
H -7.503 -0.734 -4.350
H -6.891 0.082 -5.756
H -7.269 0.942 -4.174
H -1.478 1.610 -4.143
H -0.739 3.028 -4.620
H -2.174 1.301 -6.739
H -0.787 0.630 -5.964
H -0.774 3.262 -7.490
H -0.326 1.714 -8.203
H 1.661 3.008 -7.448
H 1.493 1.336 -6.798
H 1.238 2.636 -5.743
H -3.693 4.943 -3.092
H -2.258 5.523 -3.891
H -0.961 4.015 -2.458
H -2.417 3.021 -2.216
H -2.448 5.769 -0.978
H -1.717 4.270 -0.284
H -4.011 4.648 0.592
H -3.989 3.198 -0.448
H -4.649 4.580 -1.089
O 6.161 5.009 2.077
C 5.273 4.894 1.178
O 5.478 5.309 -0.008
O 4.392 4.158 1.514
H 5.642 4.550 2.741
O 4.130 2.840 5.824
C 5.325 3.463 5.911
O 5.801 4.038 4.913
O 6.048 3.402 6.904
H 4.131 2.861 4.865
O 3.497 -2.646 -1.716
C 4.576 -3.151 -2.261
O 5.677 -2.869 -1.749
O 4.359 -3.975 -3.156
H 2.870 -3.072 -2.305
O 4.451 -4.398 6.042
C 4.854 -3.437 5.194
O 4.217 -3.461 4.131
O 5.732 -2.633 5.465
H 3.677 -4.453 5.476
O 1.481 -0.613 0.731
C 1.419 0.232 1.691
O 0.319 0.747 1.767
O 2.337 0.365 2.557
H 0.578 -0.426 0.462
O -1.631 1.452 -0.237
C -2.133 0.260 -0.746
O -1.392 -0.690 -0.662
O -3.264 0.210 -1.333
H -1.027 1.129 0.435
*
```

Values from the calculation:
HOMO-LUMO gap: 2.98 eV
HOMO level: -6.64 eV

Mulliken population analysis, charges in e, atoms 1 to 99:
1 C 0.644
2 C 0.472
3 O -0.566
4 N 0.471
5 H -0.364
6 H 0.476
7 C -0.636
8 H 0.630
9 H -0.472
10 H -0.663
11 H 0.108
12 H 0.468
13 H 0.387
14 C -0.051
15 C 0.669
16 O -0.538
17 N 1.893
18 H 0.050
19 H -0.915
20 C -0.978
21 H -0.108
22 H 0.535
23 H -0.412
24 H 0.556
25 H 0.363
26 H 0.126
27 C -1.167
28 C -0.528
29 C -0.477
30 C -0.826
31 N 0.500
32 C -0.619
33 C -0.039
34 C 0.449
35 C -1.015
36 C -0.947
37 H 0.337
38 H 0.389
39 H 0.229
40 H 0.273
41 H 0.385
42 H 0.340
43 H 0.335
44 H 0.303
45 H 0.429
46 H 0.392
47 H 0.155
48 H -0.287
49 H 0.562
50 H -0.103
51 H 0.043
52 H 0.417
53 H 0.173
54 H 0.434
55 H 0.242
56 H 0.437
57 C -1.797
58 C 1.458
59 C -1.354
60 C 1.828
61 N 0.688
62 C 0.322
63 C -1.210
64 C -0.861
65 C 0.956
66 C -0.975
67 H 0.367
68 H 0.391
69 H 0.315
70 H -0.458
71 H -0.369
72 H 0.254
73 H 0.715
74 H -0.334
75 H -0.614
76 H 0.644
77 H -0.840
78 H 0.458
79 H 0.383
80 H 0.361
81 H 0.518
82 H 0.469
83 H -1.442
84 H 0.539
85 H 0.247
86 H 0.257
87 C 0.106
88 C -1.176
89 C -0.586
90 C -0.241
91 N 0.770
92 C 0.247
93 C 0.472
94 C -0.256
95 C 0.103
96 C -1.034
97 H 0.598
98 H -0.119
99 H -0.393

What are the maximum force values for these records? In order: 4.43, 7.56 eV/Å.